(1)
A 3-piece molecular cluster, C5H15NO2 overall in a non-equilibrium geometry, computed with wB97M-V/def2-TZVPD.

The geometry in ORCA input format:
```
! wB97M-V def2-TZVPD RIJCOSX def2/J DEFGRID3
* xyz 0 1
C -1.28 1.55 -3.02
C -0.80 1.15 -1.78
N 0.46 1.61 -1.40
C -1.48 -0.02 -0.98
C -0.91 -0.44 0.37
C -0.89 0.61 1.49
H -2.15 1.21 -3.55
H -0.78 2.22 -3.70
H 0.74 1.57 -0.49
H 0.69 2.52 -1.79
H -1.78 -0.92 -1.55
H -2.63 0.37 -0.90
H 0.18 -0.91 0.03
H -1.53 -1.23 0.80
H -1.74 1.31 1.60
H -0.03 1.24 1.57
H -0.94 -0.12 2.37
O 3.15 -0.72 -0.38
H 3.78 -0.06 0.03
H 2.48 -0.07 -0.75
O 1.70 -3.35 3.83
H 2.04 -4.17 3.42
H 1.70 -3.37 4.78
*
```

Kohn-Sham gap = 8.65 eV
LUMO energy = 0.78 eV
structure (SMILES) = C=C(N)CCC.O.O
molar mass = 121.2 g/mol


(2)
A 2-piece molecular cluster, C3H9O2S overall in a non-equilibrium geometry, computed with wB97M-V/def2-TZVPD.

The geometry in ORCA input format:
```
! wB97M-V def2-TZVPD RIJCOSX def2/J DEFGRID3
* xyz 1 1
C 0.66 0.08 3.13
C -1.54 0.21 -1.67
C 1.04 0.66 -0.78
O -0.12 -1.73 -0.82
O 0.47 -0.68 2.22
S -0.43 -0.27 -0.25
H 0.20 1.12 2.89
H 1.13 -0.20 4.06
H -0.45 -2.57 -0.24
H -1.67 1.32 -1.62
H -2.39 -0.34 -1.43
H -1.04 0.03 -2.71
H 1.52 0.23 -1.64
H 1.80 0.45 -0.02
H 0.81 1.70 -1.11
*
```

Kohn-Sham gap = 10.09 eV
LUMO energy = -3.88 eV
molar mass = 109.2 g/mol


(3)
C30H54Br2N5PTi as an isolated structure, computed with wB97M-V/def2-TZVPD.

The geometry in ORCA input format:
```
! wB97M-V def2-TZVPD RIJCOSX def2/J DEFGRID3
* xyz 3 2
Ti -0.57 0.60 0.29
N -2.24 1.94 1.04
C -3.22 2.51 0.06
C -2.51 3.38 -0.96
C -1.86 2.62 -2.11
N -0.86 1.57 -1.70
H -2.76 1.41 1.73
H -1.85 2.71 1.57
H -3.96 3.09 0.60
H -3.73 1.69 -0.42
H -1.79 4.04 -0.45
H -3.24 4.05 -1.41
H -1.37 3.33 -2.78
H -2.64 2.14 -2.69
H 0.05 1.85 -2.05
H -1.06 0.74 -2.27
C -3.83 -0.75 -2.47
C -2.55 -1.51 -2.12
C -2.57 -2.93 -2.68
P -2.17 -1.36 -0.31
C -3.73 -1.62 0.64
C -4.57 -2.85 0.29
C -3.44 -1.59 2.14
C -0.95 -2.65 -0.01
C -1.25 -4.01 0.05
C -0.26 -4.98 0.07
C -0.58 -6.44 0.15
C 1.06 -4.54 -0.02
C 1.39 -3.20 -0.08
C 0.39 -2.23 -0.04
N 0.67 -0.83 -0.03
C 2.06 -0.47 -0.23
C 2.99 -0.56 0.81
C 2.68 -1.22 2.13
C 4.29 -0.11 0.59
C 4.70 0.42 -0.63
C 6.12 0.86 -0.85
C 3.78 0.43 -1.67
C 2.48 -0.04 -1.51
C 1.61 -0.19 -2.74
H -3.95 -0.71 -3.56
H -3.83 0.28 -2.10
H -4.71 -1.24 -2.07
H -1.70 -1.02 -2.61
H -3.37 -3.54 -2.24
H -1.63 -3.45 -2.52
H -2.76 -2.89 -3.75
H -4.32 -0.73 0.38
H -4.14 -3.76 0.72
H -4.72 -3.00 -0.77
H -5.56 -2.74 0.74
H -2.71 -2.35 2.42
H -4.36 -1.80 2.69
H -3.07 -0.62 2.48
H -2.29 -4.33 0.06
H -1.66 -6.61 0.18
H -0.15 -6.89 1.04
H -0.18 -6.98 -0.72
H 1.86 -5.28 -0.05
H 2.43 -2.91 -0.15
H 1.70 -1.69 2.15
H 2.75 -0.52 2.97
H 3.42 -2.00 2.33
H 5.02 -0.21 1.39
H 6.65 1.02 0.09
H 6.17 1.78 -1.44
H 6.67 0.10 -1.41
H 4.09 0.76 -2.66
H 2.13 -0.81 -3.47
H 1.43 0.76 -3.25
H 0.67 -0.68 -2.52
Br -1.05 3.22 4.13
C -0.95 1.36 4.57
Br -0.34 0.17 3.13
H -1.94 1.01 4.86
H -0.23 1.23 5.37
N 3.22 4.47 1.05
C 3.38 3.08 1.62
C 2.01 2.44 1.80
N 1.25 2.36 0.54
C 1.10 3.73 0.00
C 2.43 4.43 -0.23
H 4.13 4.88 0.88
H 2.75 5.07 1.73
H 3.91 3.17 2.57
H 3.99 2.51 0.92
H 1.42 3.00 2.53
H 2.16 1.44 2.20
H 1.82 1.82 -0.12
H 0.48 4.30 0.70
H 0.56 3.71 -0.95
H 2.29 5.46 -0.58
H 3.04 3.89 -0.96
*
```

Kohn-Sham gap (spin up / spin down) = 7.27 / 7.61 eV
LUMO energy (spin up / spin down) = -7.96 / -7.62 eV
molar mass = 723.4 g/mol


(4)
C6H6N4S4 in the gas phase in a non-equilibrium geometry, computed with wB97M-V/def2-TZVPD.

The geometry in ORCA input format:
```
! wB97M-V def2-TZVPD RIJCOSX def2/J DEFGRID3
* xyz 0 1
N 1.15 -3.52 -1.27
C 0.61 -2.67 -0.68
N -0.08 -1.86 0.01
C -0.22 -0.54 -0.40
C 0.86 0.55 0.02
N 0.29 1.86 -0.12
C 0.08 2.51 1.06
N -0.20 3.12 1.97
C 0.13 2.49 -1.29
S 0.89 1.98 -2.66
S -1.03 3.76 -1.33
C -0.50 -2.33 1.45
S -1.00 -1.30 2.57
S -0.55 -4.06 1.58
H -0.24 -0.50 -1.51
H -1.19 -0.18 -0.12
H 1.34 0.41 1.06
H 1.70 0.41 -0.65
H -1.16 3.69 -2.55
H -0.87 -3.84 2.85
*
```

Kohn-Sham gap = 8.49 eV
LUMO energy = -0.85 eV
structure (SMILES) = N#CN(CCN(C#N)C(=S)S)C(=S)S
molar mass = 262.4 g/mol


(5)
C6H12SSi in the gas phase in a non-equilibrium geometry, computed with wB97M-V/def2-TZVPD.

The geometry in ORCA input format:
```
! wB97M-V def2-TZVPD RIJCOSX def2/J DEFGRID3
* xyz 0 1
C -0.70 0.09 1.71
C -0.14 -1.27 -1.31
C 1.42 0.43 0.41
C 0.46 1.02 1.41
C -0.34 -1.77 -2.71
C 0.06 2.46 1.05
Si -1.04 -1.35 0.65
S 0.86 0.13 -1.31
H 2.33 0.99 0.18
H 1.83 -0.54 0.70
H 1.03 1.11 2.31
H -1.43 -2.11 -2.79
H 0.29 -2.64 -2.90
H -0.18 -1.15 -3.54
H 0.74 3.13 1.34
H -0.80 2.59 1.71
H -0.12 2.47 -0.12
H -1.36 0.75 2.14
H -2.36 -1.62 -0.02
H -0.53 -2.70 1.10
*
```

Kohn-Sham gap (spin up / spin down) = 6.69 / 4.01 eV
LUMO energy (spin up / spin down) = -0.41 / -1.70 eV
molar mass = 144.3 g/mol


(6)
A 2-piece molecular cluster, F2NO5S2 overall in a non-equilibrium geometry, computed with wB97M-V/def2-TZVPD.

The geometry in ORCA input format:
```
! wB97M-V def2-TZVPD RIJCOSX def2/J DEFGRID3
* xyz 1 1
N -2.82 -0.81 0.49
O -3.50 -0.39 -0.24
O 0.54 2.19 0.24
O -1.09 0.37 0.26
O 2.34 -1.74 -0.42
O 1.14 -0.06 1.05
F 0.70 0.28 -1.29
F 2.93 0.67 -0.31
S 0.31 0.82 0.14
S 2.68 -0.74 0.51
*
```

Kohn-Sham gap = 8.19 eV
LUMO energy = -8.19 eV
molar mass = 196.1 g/mol


(7)
A 3-piece molecular cluster, C3H11NO2 overall in a non-equilibrium geometry, computed with wB97M-V/def2-TZVPD.

The geometry in ORCA input format:
```
! wB97M-V def2-TZVPD RIJCOSX def2/J DEFGRID3
* xyz 0 1
C 3.26 -1.69 1.44
C 1.89 -1.33 1.91
C 1.14 -0.32 1.43
N 1.31 0.16 0.11
H 4.02 -1.65 2.23
H 3.29 -2.74 1.12
H 3.65 -1.00 0.70
H 1.44 -1.92 2.69
H 0.55 0.40 1.98
H 1.55 1.14 0.04
H 1.92 -0.36 -0.51
O -1.90 1.47 -2.42
H -1.24 0.95 -2.90
H -1.61 2.38 -2.32
O -4.50 1.11 -1.35
H -4.25 0.20 -1.54
H -4.96 1.04 -0.50
*
```

Kohn-Sham gap = 8.71 eV
LUMO energy = 0.80 eV
structure (SMILES) = C/C=C\N.O.O
molar mass = 93.1 g/mol


(8)
A 2-piece molecular cluster, C4H11NO2 overall in a non-equilibrium geometry, computed with wB97M-V/def2-TZVPD.

The geometry in ORCA input format:
```
! wB97M-V def2-TZVPD RIJCOSX def2/J DEFGRID3
* xyz 0 1
N -2.41 -1.82 0.10
C -2.03 -0.41 0.09
C -0.55 -0.11 0.00
C -0.28 1.42 -0.02
C 0.96 1.77 0.75
O 2.02 1.21 0.62
H -2.42 -2.16 -0.85
H -1.74 -2.45 0.55
H -2.43 0.02 1.01
H -2.57 0.07 -0.73
H -0.04 -0.48 0.90
H -0.11 -0.63 -0.85
H -1.16 1.97 0.32
H -0.22 1.73 -1.07
H 0.82 2.58 1.50
O 2.17 -1.31 -1.27
H 2.51 -0.59 -0.73
H 2.32 -2.11 -0.75
*
```

Kohn-Sham gap = 10.11 eV
LUMO energy = 0.74 eV
structure (SMILES) = NCCCC=O.O
molar mass = 105.1 g/mol


(9)
C30H20IrN5O11S3 as an isolated structure in a non-equilibrium geometry, computed with wB97M-V/def2-TZVPD.

The geometry in ORCA input format:
```
! wB97M-V def2-TZVPD RIJCOSX def2/J DEFGRID3
* xyz -1 2
Ir -0.67 0.86 -0.23
C 3.61 0.32 -0.99
C 2.20 0.79 -1.19
N 1.42 0.97 -0.18
N 2.05 0.80 1.05
C 1.29 0.62 2.05
S -0.43 0.61 2.07
S 2.07 0.22 3.60
C 2.40 -1.55 3.24
C 1.31 -2.49 3.66
C 0.18 -2.67 2.86
C -0.83 -3.54 3.24
C -0.71 -4.25 4.43
C 0.40 -4.08 5.23
C 1.41 -3.20 4.85
C 1.75 1.05 -2.57
C 2.65 0.88 -3.63
C 2.29 1.12 -4.94
C 1.00 1.56 -5.22
C 0.10 1.75 -4.21
C 0.45 1.50 -2.87
O -0.48 1.75 -1.97
H 3.76 -0.01 0.03
H 4.31 1.13 -1.21
H 3.80 -0.50 -1.67
H 3.32 -1.76 3.78
H 2.60 -1.61 2.17
H 0.08 -2.11 1.94
H -1.70 -3.64 2.61
H -1.50 -4.94 4.73
H 0.50 -4.62 6.16
H 2.28 -3.06 5.48
H 3.66 0.55 -3.43
H 3.02 0.99 -5.73
H 0.71 1.76 -6.25
H -0.91 2.10 -4.39
O -4.58 1.92 0.34
C -3.41 2.03 0.05
O -2.67 1.00 -0.25
C -2.82 3.42 -0.11
C -3.69 4.45 -0.34
C -3.22 5.75 -0.50
C -1.87 6.03 -0.46
C -0.99 5.00 -0.25
C -1.42 3.67 0.01
O -0.59 2.78 0.43
N 0.44 5.33 -0.29
O 0.74 6.50 -0.11
O 1.24 4.46 -0.54
N -4.16 6.84 -0.71
O -3.72 7.97 -0.83
O -5.35 6.57 -0.74
H -4.75 4.24 -0.39
H -1.51 7.04 -0.61
O 2.01 -1.76 -0.15
C 0.84 -2.07 -0.27
N -0.24 -1.23 -0.30
S -1.67 -2.03 -0.50
O -2.49 -1.91 0.67
O -2.21 -1.69 -1.78
C -0.96 -3.64 -0.54
C -1.57 -4.88 -0.65
C -0.74 -5.99 -0.59
C 0.63 -5.86 -0.41
C 1.22 -4.61 -0.31
C 0.40 -3.50 -0.38
H -2.64 -4.97 -0.78
H -1.18 -6.98 -0.67
H 1.25 -6.75 -0.35
H 2.29 -4.48 -0.17
*
```

Kohn-Sham gap (spin up / spin down) = 7.84 / 6.02 eV
LUMO energy (spin up / spin down) = 1.77 / 0.08 eV
molar mass = 914.9 g/mol


(10)
C5H13NO2 as an isolated structure in a non-equilibrium geometry, computed with wB97M-V/def2-TZVPD.

The geometry in ORCA input format:
```
! wB97M-V def2-TZVPD RIJCOSX def2/J DEFGRID3
* xyz 0 1
C -1.45 -0.84 -0.27
C 0.12 0.11 0.45
C 0.85 -0.82 -0.33
C -2.58 0.15 -0.11
C 0.21 1.56 0.10
N 3.32 0.30 -0.30
O 2.40 -0.39 0.53
O -1.62 -2.01 0.48
H -1.78 -1.77 1.40
H -1.36 -1.16 -1.31
H 0.04 -0.12 1.51
H 3.93 0.86 0.29
H 3.94 -0.39 -0.73
H 0.84 -1.87 -0.06
H 1.01 -0.57 -1.38
H -2.61 0.55 0.91
H -3.54 -0.34 -0.32
H -2.47 0.98 -0.80
H -0.42 2.18 0.74
H -0.09 1.73 -0.94
H 1.27 1.84 0.15
*
```

Kohn-Sham gap = 8.47 eV
LUMO energy = 0.90 eV
molar mass = 119.2 g/mol


(11)
A 2-piece molecular cluster, C33H58N3O6 overall in a non-equilibrium geometry, computed with wB97M-V/def2-TZVPD.

The geometry in ORCA input format:
```
! wB97M-V def2-TZVPD RIJCOSX def2/J DEFGRID3
* xyz 1 1
C 2.15 -0.87 5.03
C 1.94 -2.45 4.61
C 0.40 -3.01 4.92
C -0.51 -2.46 3.63
C -0.37 -3.57 2.47
C -1.16 -3.51 1.10
C -2.02 -2.30 0.53
C -2.57 -1.11 1.50
C -1.57 0.18 1.66
O -2.41 1.38 1.37
C -3.24 1.70 2.55
O -2.69 2.39 3.59
C -4.82 1.26 2.76
C -5.46 1.31 4.30
C -7.04 0.89 4.61
C -8.08 0.40 3.40
C -7.43 0.38 1.88
C -5.86 0.81 1.57
N -0.26 0.12 0.93
C 0.46 1.42 1.17
N 0.76 1.71 2.66
C -0.31 -0.33 -0.53
C 1.20 -0.76 -1.10
C 1.87 -2.07 -0.39
C 2.14 -3.34 -1.44
C 2.06 -4.82 -0.68
N 2.92 -5.78 -1.49
C 2.63 -7.23 -1.14
C 1.16 -7.95 -1.09
O 3.71 -8.01 -0.87
C -0.80 0.90 -1.56
C 0.36 1.85 -2.16
O -0.14 3.09 -2.78
C 0.91 4.10 -2.44
O 0.74 4.71 -1.24
C -1.44 -1.50 -0.82
C -1.14 -2.47 -2.10
H 2.13 -0.23 4.03
H 3.22 -0.73 5.51
H 1.27 -0.55 5.74
H 2.20 -2.50 3.44
H 2.77 -3.14 5.13
H 0.08 -2.54 5.94
H 0.49 -4.18 4.93
H -1.62 -2.45 4.06
H -0.09 -1.39 3.41
H -0.61 -4.61 3.01
H 0.80 -3.66 2.25
H -0.36 -3.77 0.24
H -1.85 -4.49 1.06
H -3.03 -2.78 0.09
H -2.91 -1.52 2.57
H -3.58 -0.72 1.01
H -1.39 0.25 2.84
H -4.80 1.64 5.24
H -7.52 0.93 5.69
H -9.22 0.12 3.64
H -8.17 0.03 1.02
H -5.50 0.74 0.45
H 0.32 -0.62 1.42
H 1.54 1.48 0.67
H -0.10 2.38 0.72
H 0.15 2.53 2.95
H 1.74 2.12 2.71
H 1.21 -0.95 -2.26
H 2.01 0.10 -0.92
H 2.97 -1.81 0.00
H 1.29 -2.38 0.57
H 3.28 -3.26 -1.80
H 1.50 -3.28 -2.42
H 2.41 -4.77 0.46
H 0.95 -5.19 -0.77
H 2.61 -5.62 -2.48
H 1.17 -9.08 -1.41
H 0.76 -7.83 0.02
H 0.38 -7.36 -1.77
H -1.64 1.57 -1.10
H -1.30 0.36 -2.50
H 0.90 1.25 -3.03
H 1.23 2.15 -1.41
H 1.83 4.34 -3.13
H -2.43 -0.91 -1.14
H -2.21 -2.76 -2.55
H -0.60 -3.48 -1.89
H -0.60 -1.89 -2.99
C 4.07 7.26 -7.21
C 4.70 7.30 -5.83
O 4.28 8.42 -5.05
C 2.89 8.50 -4.75
C 2.40 7.33 -3.91
H 4.20 8.22 -7.72
H 4.53 6.48 -7.82
H 3.00 7.06 -7.16
H 5.79 7.39 -5.95
H 4.52 6.37 -5.29
H 2.30 8.61 -5.66
H 2.75 9.42 -4.17
H 2.41 6.40 -4.49
H 1.37 7.50 -3.58
H 3.03 7.18 -3.03
*
```

Kohn-Sham gap = 7.51 eV
LUMO energy = -3.63 eV
molar mass = 592.8 g/mol


(12)
A 2-piece molecular cluster, C2H4O3 overall in a non-equilibrium geometry, computed with wB97M-V/def2-TZVPD.

The geometry in ORCA input format:
```
! wB97M-V def2-TZVPD RIJCOSX def2/J DEFGRID3
* xyz 0 3
C 2.37 0.00 0.03
C -1.00 -0.15 -0.28
O 2.40 -0.92 -0.66
O 2.30 0.92 0.69
O -1.02 0.40 0.99
H -1.02 0.64 -1.09
H -1.91 -0.95 -0.55
H -0.15 -0.60 -0.34
H -1.98 0.65 1.20
*
```

Kohn-Sham gap (spin up / spin down) = 4.55 / 8.77 eV
LUMO energy (spin up / spin down) = 0.32 / -4.73 eV
molar mass = 76.1 g/mol


(13)
A 3-piece molecular cluster, C21H45FN2O5 overall, computed with wB97M-V/def2-TZVPD.

The geometry in ORCA input format:
```
! wB97M-V def2-TZVPD RIJCOSX def2/J DEFGRID3
* xyz 0 1
C 3.86 -3.75 -5.53
C 3.39 -4.49 -4.28
C 1.98 -4.14 -3.89
O 1.50 -3.04 -3.97
O 1.29 -5.21 -3.42
C 0.28 -4.93 -2.44
C 0.75 -5.39 -1.06
O 0.68 -4.28 -0.15
C 1.86 -3.81 0.31
O 2.82 -4.47 0.55
O 1.81 -2.48 0.53
C 1.20 -1.69 -0.47
F -0.16 -1.61 -0.21
C 1.83 -0.31 -0.42
C 1.01 0.75 -1.19
H 3.44 -2.74 -5.57
H 3.54 -4.27 -6.44
H 4.94 -3.66 -5.56
H 3.43 -5.57 -4.46
H 4.04 -4.27 -3.43
H 0.03 -3.87 -2.40
H -0.62 -5.47 -2.73
H 0.09 -6.16 -0.66
H 1.75 -5.81 -1.09
H 1.33 -2.14 -1.46
H 1.94 -0.01 0.62
H 2.82 -0.38 -0.87
H 0.01 0.39 -1.44
H 1.54 1.08 -2.08
H 0.88 1.64 -0.57
C 0.97 -2.16 3.48
C 0.32 -1.67 4.76
N -0.79 -0.76 4.52
C -1.24 -0.07 5.72
C -1.86 -0.91 6.84
C -1.82 -1.26 3.64
C -2.54 -2.56 4.03
H 1.28 -1.32 2.85
H 1.86 -2.75 3.71
H 0.30 -2.80 2.90
H 1.07 -1.12 5.34
H 0.04 -2.54 5.37
H -1.95 0.70 5.41
H -0.38 0.47 6.12
H -2.87 -1.24 6.60
H -1.93 -0.30 7.75
H -1.25 -1.78 7.08
H -1.39 -1.40 2.65
H -2.56 -0.47 3.51
H -1.84 -3.33 4.37
H -3.06 -2.97 3.16
H -3.28 -2.41 4.81
C -0.90 5.95 0.56
C -0.92 6.44 -0.89
N -0.60 5.39 -1.85
C -0.34 5.90 -3.18
C -1.48 6.58 -3.94
C -1.42 4.20 -1.77
C -2.93 4.35 -1.94
H 0.06 5.48 0.80
H -1.04 6.79 1.23
H -1.70 5.23 0.76
H -0.16 7.22 -0.99
H -1.89 6.92 -1.08
H 0.05 5.07 -3.78
H 0.49 6.61 -3.10
H -2.21 5.86 -4.31
H -1.08 7.11 -4.81
H -2.00 7.31 -3.32
H -1.23 3.73 -0.80
H -1.04 3.48 -2.50
H -3.33 5.19 -1.37
H -3.44 3.45 -1.57
H -3.22 4.47 -2.98
*
```

Kohn-Sham gap = 8.64 eV
LUMO energy = 0.70 eV
structure (SMILES) = CCC(=O)OCCOC(=O)O[C@@H](F)CC.CCN(CC)CC.CCN(CC)CC
molar mass = 424.6 g/mol